The following is a quantum chemistry calculation of C18H22AlBr51N2O3P as an isolated structure, from OMol25.

Computed properties:
HOMO-LUMO gap = 6.63 eV
Multiplicity = 1
Electronic energy = -132892.8184 hartree
E_HOMO = -5.63 eV
Charge = -1

Element x y z (Å)
Br 1.2850 -3.0316 -1.6773
Br 7.3157 -6.7841 -7.6811
Br -3.9358 -0.9446 8.0059
Br -3.8744 6.1330 3.5309
Br 0.6216 2.6720 3.3494
Br -0.3771 3.6270 10.9912
Br 4.5534 -6.7218 -4.3043
Br -0.5655 1.6408 8.5291
Br -8.0010 4.7342 -0.7946
Br -0.9998 -5.2789 -1.6802
Br 3.3584 6.1393 4.1282
Br 0.6873 6.2851 2.4611
Br -4.2492 4.5427 -7.3022
Br -8.0859 3.8075 -10.3017
Br 6.4646 -7.5945 1.8309
Br -5.9159 5.6789 -11.6793
Br 1.8367 -3.1096 -10.7821
Br -7.3524 3.7736 3.0283
Br -3.2136 2.5393 10.0653
Br -6.2910 4.1699 -3.4240
Br 1.8678 -3.9563 8.6210
Br -0.5141 4.3331 5.8482
Br 1.8143 -5.7716 -0.2510
Br 2.2688 -4.3042 -7.8643
Br -6.9860 -0.8781 8.8891
Br 2.2371 2.7453 6.0823
Br 2.9229 8.5183 2.0562
Br -6.2230 -1.5057 5.8666
Br -1.5171 -11.2191 -3.3301
Br -3.6064 2.0777 -5.4135
Br 0.0190 -11.3877 -6.1066
Br -3.8118 3.1111 2.5466
Br 2.0606 -0.8306 8.0515
Br -6.9665 0.6577 2.6394
Br 6.0686 -3.8726 -7.3541
Br 6.6712 7.6133 6.5518
Br -6.3431 2.1671 -7.0207
Br 3.2446 -1.3589 -8.5277
Br 1.4873 -6.3731 -5.0049
Br 7.2814 6.8045 3.5391
Br -0.7617 -2.2042 8.3817
Br -9.8983 1.8675 2.9077
Br 2.4340 -8.7776 -3.1429
Br 7.9590 -5.0312 -5.1073
Br -3.2217 5.4759 0.4901
Br -5.2037 2.6566 -10.9887
Br 0.6583 -13.4878 -3.8062
Br 3.4325 -7.8160 2.7592
Br 4.5648 -5.0411 1.7179
Br 6.6333 4.5566 5.6902
Br -5.6702 2.5793 -0.7552
P 1.5516 2.9065 -0.6265
Al 2.5372 1.0365 0.5296
O -0.0571 2.9720 -0.3336
O 3.6905 -2.4199 0.5609
O 1.7064 2.8154 -2.2425
N 2.2455 4.2506 -0.1278
N 2.4793 -0.6224 -0.4311
C 4.9757 -6.6664 2.6319
C 2.5661 6.6729 2.4672
C 0.4993 2.7922 5.2527
C -5.7354 -0.5574 7.4633
C 1.0813 -2.2302 8.9281
C 7.5739 -5.0110 -6.9853
C 2.8911 -7.6235 -4.6117
C -4.4811 2.6500 -7.0136
C 0.1207 -11.6875 -4.2107
C -6.2187 4.2079 -10.4827
C 2.9540 -3.1267 -9.2157
C 0.8930 -4.9072 -1.6970
C -1.4432 3.0380 9.5043
C 7.4172 6.2812 5.3807
C -6.2838 4.2303 -1.5056
C 3.0893 -1.5154 0.0885
C -3.0829 4.8666 2.3181
C -8.1007 2.1723 2.2954
H -5.8627 4.5082 -9.5073
H -5.5810 4.9963 -1.2092
H 3.0068 -8.2450 -5.4880
H -0.0408 1.9210 5.5957
H -1.5451 3.8775 8.8297
H -5.7781 0.4981 7.2340
H 1.2752 -5.3252 -2.6160
H -4.0158 2.1424 -7.8469
H 3.9163 -3.5143 -9.5202
H 1.5483 4.8635 0.2877
H 4.0554 1.4564 0.7962
H 0.8875 -11.0271 -3.8343
H 8.4686 6.2029 5.6145
H -0.3543 3.8903 -0.3037
H -8.1431 2.3024 1.2218
H 5.2678 -6.4194 3.6421
H 3.0098 6.0685 1.6821
H 1.1221 -2.0434 9.9914
H 2.1356 3.6295 -2.5383
H 1.7697 0.9880 1.9112
H -2.0271 4.8023 2.5515
H 8.4309 -4.5884 -7.4891

Atoms 1-3, force components in eV/Å:
Br -0.35 -0.19 -0.21
Br -0.01 -0.04 -0.02
Br 0.01 0.04 0.02


The following is a quantum chemistry calculation of C24H50F8O16P3Tl as an isolated structure at a distorted geometry, from OMol25.

Computed properties:
HOMO-LUMO gap (alpha / beta) = 4.84 / 2.34 eV
Multiplicity = 2
Electronic energy = -4142.7884 hartree
E_HOMO (alpha / beta) = -16.70 / -16.70 eV
Charge = +3
<S²> = 1.775

Element x y z (Å)
Tl 1.6836 -1.1913 -1.4404
P 3.3148 2.7378 -0.8497
P -1.6644 1.2840 -2.9739
P -2.1146 -3.5549 -1.1011
F -0.4992 -3.7030 6.9149
F 3.5248 -0.1826 8.9970
F -2.8312 -3.2674 5.7797
F -1.3200 -3.2043 4.1582
F 1.4425 -0.6491 9.0537
F 2.2240 -0.1305 6.5322
F 3.7935 -1.5322 6.4812
F -0.7881 -1.4258 7.0942
O -2.5968 0.2732 -3.8034
O 0.7634 -0.0065 1.1501
O -1.9945 -4.7818 -0.0265
O -1.5589 2.5860 -3.9031
O -2.6610 1.7818 -1.7842
O -2.2510 -4.3621 -2.5456
O 0.7326 -2.1185 1.4177
O 2.2913 3.1214 0.3742
O 2.8767 3.7425 -2.0200
O 3.1999 1.2509 -1.2050
O 1.7351 -2.3465 6.5799
O -0.9198 -2.6055 -1.1605
O 4.7861 3.2215 -0.3795
O -0.7306 -0.8931 2.6324
O -3.5699 -2.8155 -0.9293
O -0.4103 0.7416 -2.3969
C -1.2484 -5.5452 -4.4875
C -5.0049 -1.0272 -1.7982
C -2.4622 2.7763 -0.7208
C -2.1918 -4.4584 1.3254
C 6.4113 2.9875 -2.1361
C -3.0636 -5.5623 1.8661
C -2.2354 0.0810 -5.1183
C -0.5517 -2.4672 6.2002
C 0.2618 -1.0061 1.7258
C 1.4324 3.1445 2.6878
C -0.6874 4.7756 -4.4255
C -1.0317 -4.8960 -3.1990
C 2.5171 5.1026 -1.6652
C -1.5558 2.1333 0.3432
C -4.1200 -2.2251 -2.1085
C 2.5804 -1.3251 6.9947
C -0.3753 3.4310 -3.7457
C 0.7881 -2.2399 5.5295
C 2.4930 2.7160 1.6453
C 5.9091 2.5066 -0.7016
C 2.6232 -1.0849 8.5396
C -2.5825 -1.3437 -5.4611
C 3.7320 6.0481 -1.4523
C -1.7452 -2.6177 5.2346
H -5.9166 -1.5245 -1.4670
H -2.3191 -1.5905 -6.4896
H -2.7671 0.7621 -5.7828
H -1.2526 -4.4367 1.8782
H -2.6752 -3.4900 1.4541
H 5.7325 1.4311 -0.6885
H 3.5348 7.0945 -1.6852
H -3.3890 -2.1209 -2.9103
H -0.2380 -5.7294 -4.8526
H 0.7682 -1.3172 4.9496
H -1.1584 0.0831 -5.2857
H -2.7796 -6.5746 1.5783
H 0.4699 2.9643 -4.2515
H 4.1294 6.1915 -0.4475
H -2.0300 -2.0273 -4.8164
H -1.4620 2.9089 1.1032
H -0.0433 3.5914 -2.7200
H -1.4932 5.3585 -3.9795
H -1.8728 3.5621 -1.1934
H 2.7988 1.6706 1.6870
H -2.0226 -1.5922 4.9906
H 7.3705 2.5699 -2.4420
H -5.3307 -0.6160 -2.7537
H 5.7044 2.7225 -2.9223
H 1.9237 5.5008 -2.4882
H 0.1827 5.4305 -4.3795
H 3.4019 3.2197 1.9745
H -0.9847 -1.8182 2.6673
H 1.3171 4.2203 2.8200
H -0.3001 -4.0879 -3.2043
H 1.0631 -3.0335 4.8347
H -3.3514 2.9826 -0.1251
H 1.9101 5.1598 -0.7617
H -2.9342 -5.5676 2.9484
H -1.7910 -4.8572 -5.1358
H -4.5448 -0.2932 -1.1368
H 2.8166 -1.9769 9.1355
H -0.6017 1.7550 -0.0240
H -1.0463 4.5716 -5.4343
H -4.7505 -2.9794 -2.5792
H -1.9587 1.2394 0.8194
H 4.6238 5.7510 -2.0041
H 6.6580 2.5807 0.0869
H 6.5117 4.0703 -2.2111
H -4.1435 -5.4347 1.7905
H -1.8758 -6.4250 -4.3443
H 1.4732 2.5041 3.5689
H 0.4637 2.9229 2.2398
H -0.5604 -5.5642 -2.4784
H -3.6113 -1.6357 -5.2504

Atoms 1-3, force components in eV/Å:
Tl 0.55 0.67 -0.04
P 0.03 -1.36 0.40
P -0.25 0.44 -2.12


The following is a quantum chemistry calculation of C29H36NO8P2Tc as an isolated structure, from OMol25.

Computed properties:
HOMO-LUMO gap (alpha / beta) = 8.43 / 7.38 eV
Multiplicity = 4
Electronic energy = -2546.8240 hartree
E_HOMO (alpha / beta) = -11.46 / -11.66 eV
Charge = +1
<S²> = 3.768

Element x y z (Å)
Tc 0.6070 0.0416 1.4237
P 3.3737 -2.5880 -1.3929
P -1.7222 -0.5946 0.9534
O 3.2527 -1.4356 -0.4449
O 0.2606 -0.3959 3.2751
O -0.0602 -3.9694 1.3487
O -0.2469 3.3147 -4.1936
O 0.8644 0.7736 -0.3902
O 0.5618 1.9877 1.9684
O 0.6730 -1.8953 1.0671
O 0.5245 -0.4755 5.4683
N 2.7245 -0.0539 1.7827
C 3.4400 -2.0415 -3.1078
C 2.4792 -0.8327 4.1239
C -3.7979 -1.7405 -2.3452
C -0.2394 4.3497 -2.1177
C -1.1354 -1.2489 -1.7042
C 3.1682 0.1385 3.1768
C 2.0061 -3.7474 -1.3038
C -2.1288 -1.0534 -0.7497
C -5.1271 0.6150 2.8372
C -0.0428 3.1744 -2.8842
C -3.0679 0.3911 1.6144
C -4.0999 2.5518 1.8443
C -1.6088 -2.1868 1.8167
C 0.4914 1.9280 -0.8889
C -2.8052 -1.9318 -3.2968
C 0.4508 3.0696 1.3136
C -3.0694 1.7615 1.3649
C 0.3382 1.9900 -2.2797
C 1.0126 -0.5398 4.3756
C 0.5282 4.2912 2.1746
C 4.8653 -3.5579 -1.1303
C -0.0633 4.3021 -0.7729
C 0.2878 3.0979 -0.0954
C -1.4789 -1.6886 -2.9749
C -5.1263 1.9779 2.5820
C -0.2669 -2.7880 1.3956
C -4.1006 -0.1814 2.3533
C -3.4623 -1.3045 -1.0747
C -0.1233 2.1687 -5.0301
H 2.9705 -0.9760 1.3996
H -0.8029 1.3800 -4.7009
H 1.0919 -3.2662 -1.6508
H -0.2210 5.2044 -0.2034
H -1.5803 -2.0031 2.8939
H 4.9705 -4.3370 -1.8839
H 4.8201 -4.0223 -0.1453
H 5.7335 -2.9004 -1.1672
H 3.2058 0.5834 1.1516
H 1.5667 4.3967 2.4956
H 2.5598 -1.8509 3.7311
H 2.5205 -1.5039 -3.3400
H -0.5270 5.2571 -2.6260
H -0.7059 -1.8476 -3.7156
H 2.9795 -0.8099 5.0910
H 2.2052 -4.6230 -1.9213
H -4.1031 -1.2424 2.5674
H 2.9538 1.1703 3.4631
H -2.2723 2.2092 0.7820
H -4.1031 3.6145 1.6465
H 4.2825 -1.3643 -3.2423
H 3.5421 -2.8847 -3.7896
H -4.2442 -1.1433 -0.3428
H 4.2506 -0.0032 3.2263
H -0.3972 2.5021 -6.0256
H 0.5218 1.0900 -2.8434
H -0.0709 4.1299 3.0687
H -4.8324 -1.9327 -2.5921
H -5.9273 2.5963 2.9625
H -5.9246 0.1713 3.4158
H -0.0990 -1.0750 -1.4504
H 0.2311 5.2102 1.6841
H -2.4142 -2.8791 1.5712
H 0.9061 1.8056 -5.0321
H -3.0684 -2.2755 -4.2876
H 1.8453 -4.0545 -0.2727

Atoms 1-3, force components in eV/Å:
Tc -0.03 -0.13 0.08
P -0.04 0.05 0.06
P -0.05 0.09 0.05


The following is a quantum chemistry calculation of C28H31Cl3GeN4O5SY as an isolated structure, from OMol25.

Computed properties:
HOMO-LUMO gap = 7.53 eV
Multiplicity = 1
Electronic energy = -5575.0258 hartree
E_HOMO = -5.57 eV
Charge = -1
Energy relative to the best compared isomer or geometry (same formula, charge and spin) = 46.0 kJ/mol

Element x y z (Å)
Y 0.0071 -0.4865 1.0804
Ge 3.2477 0.6737 -0.5592
Cl 0.3679 4.1830 -2.5384
Cl 1.1874 5.1346 0.0911
Cl -1.6292 5.1519 -0.6288
S -0.7717 2.6273 -5.6633
O 0.3666 3.4754 -5.3127
O -0.6070 0.5258 2.9172
O 1.0005 -2.4097 1.4845
O -0.6554 1.9618 -6.9473
O -2.0557 3.2621 -5.4010
N -2.5423 -0.0502 0.9538
N -0.2348 -1.4691 -1.2842
N -1.7751 -2.6604 1.2005
N -0.3644 1.9164 0.1458
C 0.9881 -3.6532 1.8254
C 3.5741 -1.0971 -1.3801
C -1.5611 3.7380 4.2587
C 2.1727 0.5048 1.0323
C -1.5972 1.2623 -3.4116
C -3.2756 3.0074 2.7733
C -1.5118 -3.8333 1.6378
C -0.2347 2.9656 -0.2879
C 0.4865 -0.5675 -3.4724
C -1.3024 1.6006 3.1264
C -0.8427 2.5890 4.0284
C -3.2007 -2.3556 1.0701
C 5.0614 1.3978 -0.2339
C -2.5475 1.8437 2.4829
C 2.2015 -5.6553 2.4857
C -3.3772 -1.0513 0.3122
C -3.1469 0.8803 1.5884
C -0.2148 -4.4050 1.9113
C 2.1958 -4.3298 2.1250
C 0.3568 0.3841 -4.4737
C -0.4035 -0.5749 -2.4058
C 1.0132 -6.3906 2.5770
C 2.4442 1.8962 -1.8697
C -1.4490 0.3421 -2.3830
C -2.7930 3.9635 3.6352
C -0.0756 4.3075 -0.8565
C -0.6764 1.3067 -4.4467
C -0.1724 -5.7555 2.2938
H 2.6559 -1.6600 -1.5530
H 0.5451 -2.1063 -1.4046
H -3.7340 -3.1618 0.5530
H -2.3454 -4.5232 1.8365
H -1.1645 4.4801 4.9423
H -1.1089 -6.3006 2.3594
H -4.4329 -0.7556 0.2996
H -4.2369 0.9647 1.4852
H 1.3027 -1.2805 -3.5024
H 3.1468 -6.1386 2.7048
H 4.9971 2.3470 0.3016
H 4.1988 -1.6925 -0.7108
H 2.1170 1.5124 1.4708
H -3.0664 -1.1932 -0.7257
H -4.2342 3.1516 2.2850
H -2.4029 1.9865 -3.4057
H -3.6389 -2.2452 2.0673
H 5.6433 0.7048 0.3780
H 0.1067 2.4082 4.5156
H 4.0943 -0.9937 -2.3345
H -2.1274 0.3732 -1.5424
H 2.4648 2.9140 -1.4737
H 1.0691 0.4169 -5.2889
H 5.6003 1.5667 -1.1686
H 1.0287 -7.4329 2.8651
H 2.7486 -0.1140 1.7379
H 1.4119 1.6456 -2.1137
H -1.0601 -2.0437 -1.1404
H 3.0088 1.9038 -2.8042
H 3.1124 -3.7579 2.0559
H -3.3534 4.8678 3.8294

Atoms 1-3, force components in eV/Å:
Y -0.39 -0.52 0.32
Ge 0.09 -0.04 -0.05
Cl -0.52 0.26 -0.23